# 1
21
Properties=species:S:1:pos:R:3:mulliken_charge:R:1 method="wB97M-V/def2-TZVPD" e_tot_ev=-20214.66840 e_above_lowest_kj_mol=134.55 lumo_energy_ev=-3.4 homo_lumo_gap_ev=9.208 homo_ha=-0.464 multiplicity=1 total_charge=+1
O 2.354 -0.203 -1.350 -0.463
C 1.836 0.873 -1.336 0.146
C 0.429 1.076 -1.843 -0.389
N -0.086 -0.228 -2.338 -0.228
H 2.348 1.764 -0.947 0.405
H -0.223 1.399 -1.034 0.168
H 0.475 1.833 -2.624 0.385
H -0.482 -0.160 -3.276 0.356
H 0.685 -0.918 -2.319 0.393
H -0.850 -0.578 -1.717 0.089
C -0.349 0.196 2.070 -0.391
C -1.089 -0.828 1.221 -0.548
S -2.388 -0.123 0.136 -0.277
N 0.589 -0.559 2.902 -0.613
H 0.195 0.949 1.485 0.186
H -1.058 0.723 2.705 0.389
H -0.371 -1.424 0.648 0.338
H -1.547 -1.528 1.919 0.435
H -2.817 -1.327 -0.233 0.179
H 1.319 -0.948 2.316 0.198
H 1.029 0.011 3.613 0.241


# 2
8
Properties=species:S:1:pos:R:3:mulliken_charge:R:1 method="wB97M-V/def2-TZVPD" e_tot_ev=-8607.65076 e_above_lowest_kj_mol=213.96 lumo_energy_ev=0.6 homo_lumo_gap_ev=10.204 homo_ha=-0.353 multiplicity=1 total_charge=0
N -0.517 0.155 0.486 0.735
N 0.960 -0.048 -0.341 0.090
N -1.310 0.034 -0.441 -0.471
O -0.557 0.292 1.662 -0.643
O 0.823 -0.417 -1.541 -0.529
H 1.274 -0.733 0.347 0.279
H 1.590 0.675 -0.046 0.293
H -2.262 0.041 -0.125 0.246


# 3
75
Properties=species:S:1:pos:R:3:mulliken_charge:R:1 method="wB97M-V/def2-TZVPD" e_tot_ev=-138902.43891 lumo_energy_ev=-3.8 homo_lumo_gap_ev=6.067 homo_ha=-0.362 multiplicity=1 total_charge=+1
Bi -1.225 0.869 -0.585 1.997
Br -0.642 -2.670 -7.558 -0.185
C -1.070 -1.714 -6.010 0.121
C -1.876 -0.622 -6.257 -0.479
C -2.208 0.167 -5.158 -0.613
C -1.772 -0.148 -3.809 0.442
O -2.098 0.663 -2.856 -0.768
C -1.141 -1.463 -3.588 0.148
C -0.992 -2.016 -2.295 0.189
N -1.543 -1.633 -1.176 -0.396
C -1.726 -2.305 0.010 0.540
C -1.218 -3.614 0.197 -0.368
C -1.503 -4.223 1.417 -0.856
C -2.239 -3.598 2.422 -0.676
C -2.828 -2.307 2.267 0.169
C -3.637 -1.612 3.202 -0.364
C -3.996 -0.257 2.962 -0.866
C -3.573 0.333 1.734 -0.179
N -2.870 -0.346 0.834 -0.556
C -2.419 -1.610 1.057 0.583
C -0.745 -2.203 -4.740 -0.917
H -2.248 -0.358 -7.266 0.377
H -2.818 1.063 -5.233 0.507
H -0.165 -2.774 -2.338 0.243
H -0.607 -4.002 -0.616 0.431
H -1.110 -5.200 1.620 0.413
H -2.470 -4.102 3.357 0.437
H -3.915 -2.170 4.075 0.469
H -4.415 0.361 3.762 0.381
H -3.783 1.374 1.561 0.521
H -0.197 -3.143 -4.646 0.445
I 2.025 8.055 -0.700 0.079
C 1.028 6.234 -0.768 -0.056
C 0.420 5.867 -2.018 -0.589
C -0.168 4.608 -2.098 -0.583
I -0.379 3.649 -3.874 0.177
C -0.435 3.913 -0.878 0.918
O -1.469 3.095 -0.925 -0.907
C 0.323 4.213 0.274 1.212
C 0.306 3.376 1.501 -1.507
N 0.132 1.917 1.303 -0.087
C 1.376 1.123 1.195 -1.310
C 1.965 1.162 -0.164 1.048
C 3.221 1.757 -0.426 -0.952
C 3.610 1.959 -1.737 -0.454
C 2.793 1.505 -2.783 -0.803
C 1.613 0.871 -2.480 -0.402
N 1.123 0.828 -1.186 0.322
C 1.041 5.420 0.362 -0.975
H 0.360 6.588 -2.839 0.412
H -0.556 3.692 2.094 0.500
H 1.197 3.529 2.160 0.291
H -0.413 1.608 2.102 0.333
H 1.148 0.068 1.357 0.391
H 2.083 1.508 1.947 0.479
H 3.854 1.984 0.421 0.510
H 4.561 2.447 -2.013 0.438
H 3.039 1.603 -3.843 0.467
H 0.959 0.494 -3.273 0.426
H 1.639 5.662 1.273 0.342
C 2.528 -3.706 1.259 -0.896
C 2.648 -3.284 2.728 -0.385
O 1.567 -2.459 3.085 -0.057
C 1.511 -2.287 4.539 -0.322
C 0.440 -1.261 4.778 -0.814
H 3.026 -4.691 1.100 0.362
H 3.011 -3.050 0.566 0.294
H 1.477 -3.733 0.942 0.021
H 3.625 -2.723 2.816 0.267
H 2.575 -4.188 3.372 0.350
H 2.508 -1.865 4.900 0.274
H 1.279 -3.264 5.025 0.322
H 0.747 -0.257 4.445 0.159
H 0.239 -1.186 5.824 0.466
H -0.527 -1.524 4.289 0.051


# 4
33
Properties=species:S:1:pos:R:3:mulliken_charge:R:1 method="wB97M-V/def2-TZVPD" e_tot_ev=-26525.47922 e_above_lowest_kj_mol=509.55 lumo_energy_ev=0.5 homo_lumo_gap_ev=8.277 homo_ha=-0.284 multiplicity=1 total_charge=0
C 2.999 1.155 1.423 -1.480
C 3.679 -0.778 0.119 -1.141
C 0.634 -2.428 -0.435 -1.102
C 0.860 -0.604 -2.265 -1.462
C -2.682 -0.861 1.845 -0.353
C 2.708 0.041 0.455 1.046
C 0.532 -0.852 -0.812 0.759
C -3.691 -0.057 1.485 -0.764
N -3.212 1.177 -1.144 -0.711
N 1.321 0.050 0.077 0.002
O -1.809 3.299 -1.609 -0.555
O -1.365 1.973 0.391 -0.539
S -1.721 1.612 -1.237 0.820
H 2.469 2.014 1.209 0.408
H 2.735 0.908 2.506 0.268
H 4.093 1.090 1.625 0.339
H 3.625 -1.469 -0.592 0.405
H -2.581 3.709 -1.184 0.312
H 4.643 -0.830 0.706 0.153
H 0.062 -2.827 -1.261 0.400
H 1.633 -2.934 -0.432 0.276
H -0.037 -2.541 0.474 0.249
H 0.141 -0.776 -3.043 0.393
H 1.816 -1.171 -2.390 0.326
H 1.118 0.417 -2.313 0.468
H -2.666 -2.006 1.838 0.270
H -2.030 -0.227 2.442 0.189
H -2.137 1.838 1.028 0.294
H -4.443 -0.347 0.764 0.258
H -0.443 -0.482 -0.459 -0.408
H -3.548 0.930 1.830 0.420
H -3.372 0.284 -1.659 0.284
H 0.670 0.692 0.619 0.173


# 5
20
Properties=species:S:1:pos:R:3:mulliken_charge:R:1 method="wB97M-V/def2-TZVPD" e_tot_ev=-42269.29818 lumo_energy_ev="-3.8 / -3.9" homo_lumo_gap_ev="2.729 / 9.358" homo_ha="-0.239 / -0.487" multiplicity=2 total_charge=+1
Na -0.427 -4.136 -0.258 0.869
Na -1.891 3.326 0.291 0.874
Na 2.625 0.407 2.048 0.138
Cl -0.400 -0.262 0.118 1.666
O -1.303 -1.310 -0.321 -0.649
O 0.448 -0.771 1.151 -0.742
O 0.516 0.173 -0.923 -0.573
O -1.120 0.897 0.566 -0.610
O 0.451 3.862 -1.685 -0.663
H 0.443 2.941 -1.421 0.324
H 1.228 4.226 -1.261 0.345
O 2.716 1.210 -3.350 -0.597
H 2.455 1.524 -2.484 0.281
H 3.659 1.062 -3.277 0.315
O -4.066 -0.352 1.055 -0.586
H -4.712 -0.854 1.553 0.308
H -3.254 -0.851 1.144 0.279
O 0.668 -3.876 2.075 -0.594
H 1.555 -4.087 2.365 0.316
H 0.409 -3.129 2.614 0.299


# 6
8
Properties=species:S:1:pos:R:3:mulliken_charge:R:1 method="wB97M-V/def2-TZVPD" e_tot_ev=-10076.88232 e_above_lowest_kj_mol=383.25 lumo_energy_ev="0.9 / -2.3" homo_lumo_gap_ev="7.754 / 8.099" homo_ha="-0.252 / -0.381" multiplicity=3 total_charge=0
N 2.342 -0.242 0.196 -0.594
N 1.372 0.398 -0.192 0.675
N 0.572 1.248 -0.129 -0.207
N -0.690 1.445 0.140 -0.055
O -2.262 -0.193 -0.280 -0.316
O -1.175 0.184 0.529 -0.116
H 2.540 -1.027 -0.405 0.253
H -2.997 0.272 0.174 0.359